No. 1
Formula: C24H30BiNO6
Source: the Open Molecules 2025 dataset
Level of theory: ωB97M-V/def2-TZVPD

XYZ file:
```
62
Properties=species:S:1:pos:R:3:forces:R:3:lowdin_charge:R:1
C 0.193 -0.231 -3.637 -0.773 -0.629 -0.538 -0.2471
C -0.187 -0.839 -2.262 0.566 0.222 -0.330 -0.0548
C 0.087 1.299 -3.462 0.408 -0.219 0.082 -0.0493
C -1.056 1.463 -2.459 -0.895 -0.308 0.948 -0.1593
H -0.114 1.766 -4.435 0.175 -0.027 0.375 0.1262
H 1.039 1.657 -3.048 -0.272 0.020 -0.208 0.1174
C -1.328 0.053 -1.804 -0.479 0.542 -0.450 -0.2062
H 0.692 -0.725 -1.611 -0.276 -0.189 -0.063 0.1344
H -0.479 -1.897 -2.342 0.350 0.418 0.134 0.1315
C -1.462 0.314 -0.300 0.173 -0.012 0.687 -0.1434
H -2.278 -0.352 -2.197 0.319 0.155 0.103 0.1473
H -1.969 1.783 -2.995 0.368 -0.023 0.282 0.1473
C -0.851 2.385 -1.210 0.304 -0.058 0.220 -0.5077
C 1.543 -0.690 -4.152 1.067 -0.704 1.860 -0.4285
C -0.785 -0.691 -4.750 0.333 0.516 -0.019 -0.4147
O -1.100 0.003 -5.681 -0.213 -0.879 0.457 0.1495
O 2.423 -1.152 -3.437 -1.089 0.677 -1.100 0.1180
O 1.679 -0.554 -5.475 0.366 0.126 -0.109 -0.0360
O -1.215 -1.972 -4.544 0.136 -0.363 -0.518 -0.0709
C -0.635 -3.100 -5.260 -0.400 0.600 0.293 -0.0173
H -0.304 -3.820 -4.501 -0.061 0.168 -0.220 0.0953
H 0.213 -2.799 -5.886 -0.234 0.049 0.115 0.0897
H -1.435 -3.526 -5.868 0.234 -0.079 -0.049 0.0852
C 2.983 -0.906 -5.939 0.377 -0.225 -0.205 -0.0464
H 3.754 -0.407 -5.328 -0.310 -0.241 -0.324 0.1017
H 3.031 -0.583 -6.985 -0.016 -0.097 0.320 0.0932
H 3.118 -2.000 -5.865 0.045 0.496 -0.033 0.0997
O -1.516 1.735 -0.080 -0.039 -0.071 -1.884 -0.1259
H -0.601 -0.105 0.266 -0.420 0.131 -0.219 0.1200
H -2.389 -0.126 0.106 0.460 0.258 -0.029 0.1176
C -1.476 3.754 -1.464 -0.053 -0.030 0.283 -0.0403
C 0.625 2.552 -0.827 -0.015 0.106 0.208 -0.0420
H 1.161 3.167 -1.561 -0.021 -0.131 0.041 0.0750
H 1.131 1.579 -0.727 -0.105 0.292 0.030 0.0904
H 0.679 3.066 0.145 -0.058 -0.306 -0.240 0.0767
H -1.306 4.416 -0.608 -0.084 -0.106 -0.107 0.0829
H -2.555 3.659 -1.635 0.171 0.010 0.051 0.0821
H -1.014 4.208 -2.352 -0.085 -0.102 0.164 0.0827
Bi -0.100 0.909 3.760 0.483 0.900 -0.373 1.2933
C -2.185 -0.234 5.431 -1.154 0.156 -0.459 -0.2787
C -2.494 0.108 4.066 -0.888 -0.858 0.485 -0.4417
C -2.036 -0.999 3.260 -1.191 -0.500 0.520 -0.3460
H -3.179 0.898 3.730 0.528 -0.286 0.162 0.0526
C -1.511 -1.991 4.128 -0.748 0.004 0.121 -0.2182
C -1.607 -1.503 5.454 -0.399 -0.452 -0.057 -0.2169
H -1.385 -2.031 6.390 0.310 0.207 -0.568 0.0860
H -2.467 0.332 6.334 0.397 -0.118 -0.706 0.0864
H -2.383 -1.186 2.244 0.472 0.198 0.050 0.0507
H -1.229 -3.012 3.843 0.197 0.602 0.047 0.0718
C 2.333 0.763 4.501 0.133 -0.933 0.992 -0.3982
C 1.978 -0.217 5.545 3.104 -1.201 -2.249 -0.3022
C 1.824 -1.487 4.838 0.182 0.923 0.658 -0.2015
H 2.420 -0.221 6.550 -0.428 0.191 -0.429 0.0905
C 1.930 -1.289 3.460 1.294 1.450 -0.618 -0.2654
C 2.294 0.105 3.225 0.387 -1.428 -0.447 -0.4398
H 2.742 0.500 2.303 -0.409 -0.200 0.387 0.0463
H 2.695 1.772 4.692 -0.117 -0.270 -0.051 0.0478
H 1.684 -2.439 5.339 -0.267 0.115 -0.088 0.0669
H 1.926 -2.046 2.668 -0.262 0.265 0.388 0.0655
O -0.096 0.023 8.615 0.104 -0.465 1.096 -0.0272
C 0.168 0.297 7.483 -0.265 1.219 -3.010 -0.5395
N 0.382 0.564 6.314 -1.419 0.493 4.137 -0.0563
```
Positions in Å, forces in eV/Å.

Energy above the lowest of the compared OMol25 structures with the same formula, charge and spin in kJ/mol: 199.5
HOMO (alpha / beta) in Eh: 0.071 / 0.066
Total charge: -2
Gap between HOMO and LUMO (alpha / beta) in eV: 1.4 / 1.5
Multiplicity: 1



No. 2
Formula: C48H40CdCl2N7O4PS
Source: the Open Molecules 2025 dataset
Level of theory: ωB97M-V/def2-TZVPD

XYZ file:
```
104
Properties=species:S:1:pos:R:3:forces:R:3:lowdin_charge:R:1
Cd -0.360 0.808 2.400 -0.221 -0.115 -0.306 1.3234
Cl 4.392 4.391 5.969 -0.010 -0.018 0.004 0.6455
C 3.138 3.250 5.595 0.007 0.037 -0.024 -0.6882
C 2.391 3.439 4.441 0.008 0.025 0.029 -0.0511
C 1.383 2.551 4.099 -0.001 0.010 -0.066 -0.2331
N 0.590 2.686 2.946 0.103 -0.003 0.104 -0.0347
C 0.103 3.858 2.549 -0.040 -0.028 -0.055 -0.5056
O 0.473 4.996 2.825 -0.003 0.000 0.007 0.0304
C -1.172 3.731 1.702 0.039 0.032 -0.006 -0.2097
C -1.686 4.875 1.102 -0.003 -0.012 0.005 0.0016
C -2.900 4.801 0.447 -0.018 0.000 -0.003 -0.0485
C -3.583 3.592 0.422 0.006 0.007 0.004 -0.0750
C -2.996 2.499 1.026 -0.007 -0.010 0.004 -0.1972
N -1.817 2.562 1.645 0.099 -0.072 -0.018 -0.0122
C 1.116 1.437 4.943 0.039 -0.093 -0.030 -0.2314
C 1.871 1.268 6.097 -0.007 0.051 0.030 -0.0557
C 2.876 2.169 6.420 -0.012 -0.034 0.029 -0.6843
Cl 3.796 1.898 7.868 -0.007 0.010 -0.012 0.6462
N 0.111 0.561 4.516 -0.032 0.142 0.280 -0.0152
C -0.371 -0.470 5.176 -0.007 -0.050 -0.162 -0.5325
O -0.040 -0.964 6.265 0.040 -0.063 0.007 -0.0088
C -1.510 -1.188 4.428 0.002 0.028 0.037 -0.1876
C -2.144 -2.244 5.068 -0.041 0.018 0.006 0.0034
C -3.177 -2.904 4.427 0.010 -0.010 0.017 -0.0424
C -3.555 -2.495 3.157 -0.001 0.019 -0.007 -0.0613
C -2.873 -1.440 2.582 -0.051 0.054 0.007 -0.1513
N -1.880 -0.800 3.198 0.184 -0.073 0.022 0.0271
H 2.580 4.296 3.813 0.001 -0.004 -0.002 0.1042
H -1.122 5.791 1.193 0.000 -0.001 -0.002 0.1183
H -3.323 5.679 -0.025 0.002 0.000 0.000 0.1099
H -4.551 3.496 -0.053 0.002 0.002 0.002 0.1048
H -3.480 1.529 1.013 0.001 -0.002 0.001 0.0976
H 1.674 0.428 6.741 0.008 -0.020 -0.009 0.0958
H -1.808 -2.505 6.061 0.000 -0.014 -0.005 0.1187
H -3.684 -3.729 4.912 -0.003 0.006 0.002 0.1112
H -4.354 -2.980 2.615 0.001 -0.002 0.005 0.1074
H -3.127 -1.091 1.589 0.012 -0.017 -0.007 0.0989
O 1.600 -2.411 4.263 -0.048 -0.024 0.009 -0.0419
N 2.381 -1.272 4.340 -0.018 -0.106 -0.014 0.0387
C 3.185 -1.152 3.370 0.113 0.213 -0.033 -0.1323
C 3.389 -2.154 2.298 0.003 -0.083 0.038 -0.2124
C 4.566 -2.901 2.374 -0.006 -0.106 -0.005 -0.0235
C 4.806 -3.943 1.497 -0.004 0.034 0.021 -0.0647
C 3.864 -4.252 0.526 -0.024 0.003 -0.008 -0.0662
C 2.718 -3.486 0.417 0.012 -0.034 -0.045 -0.0887
C 2.467 -2.425 1.289 0.038 0.127 -0.002 -0.3057
P 1.072 -1.291 0.866 -0.060 -0.010 0.131 1.0697
C 1.714 -0.826 -0.789 -0.001 0.096 0.060 -0.4147
C 2.618 0.234 -0.804 -0.019 -0.004 0.000 -0.1218
C 3.262 0.594 -1.977 0.003 -0.003 -0.031 -0.0779
C 2.998 -0.095 -3.155 -0.022 0.029 0.028 -0.0995
C 2.081 -1.138 -3.151 -0.028 0.008 -0.001 -0.0839
C 1.445 -1.505 -1.972 0.000 -0.010 -0.037 -0.1050
C -0.291 -2.463 0.544 0.005 -0.008 0.001 -0.3984
C -1.295 -2.134 -0.365 0.011 0.020 0.011 -0.1421
C -2.368 -2.990 -0.570 -0.017 -0.013 -0.011 -0.0848
C -2.461 -4.172 0.154 0.011 0.006 0.004 -0.0881
C -1.485 -4.485 1.090 -0.008 0.006 0.001 -0.0742
C -0.403 -3.637 1.286 0.000 0.005 0.016 -0.0852
H 1.063 -2.325 5.069 -0.020 0.003 0.095 0.0737
H 3.832 -0.283 3.442 -0.031 0.022 -0.067 0.1295
H 5.283 -2.669 3.151 -0.013 -0.002 0.005 0.1210
H 5.720 -4.518 1.575 0.000 -0.001 0.007 0.1069
H 4.029 -5.074 -0.158 0.002 0.006 -0.002 0.1061
H 2.009 -3.712 -0.369 -0.004 0.004 -0.004 0.1042
H 2.813 0.790 0.107 0.005 -0.004 0.006 0.1070
H 3.969 1.414 -1.971 -0.002 -0.001 -0.003 0.1089
H 3.505 0.180 -4.072 0.004 -0.006 0.002 0.1050
H 1.862 -1.674 -4.066 0.001 0.005 -0.001 0.1035
H 0.741 -2.328 -1.983 0.000 -0.001 0.013 0.0952
H -1.240 -1.194 -0.901 -0.006 0.016 -0.030 0.0428
H -3.133 -2.730 -1.291 0.006 -0.003 -0.001 0.1069
H -3.298 -4.841 -0.003 0.004 -0.001 -0.005 0.1054
H -1.562 -5.394 1.672 0.002 0.000 -0.002 0.1094
H 0.354 -3.886 2.019 -0.001 -0.006 0.006 0.1085
C 0.382 4.232 -6.373 -0.003 0.016 -0.015 -0.1053
C 0.389 3.610 -4.983 0.018 0.004 -0.004 -0.2360
C -0.118 2.175 -5.016 -0.004 -0.094 -0.009 -0.1785
N -0.078 1.553 -3.696 0.056 0.107 0.009 0.0348
C -1.014 1.623 -2.746 0.033 -0.092 -0.019 -0.8293
S -0.658 1.532 -1.126 -0.081 0.088 -0.070 0.7244
N -2.328 1.794 -3.164 -0.049 0.014 0.018 0.1097
C -3.040 1.191 -4.205 0.014 -0.001 -0.013 -0.4204
O -4.120 1.638 -4.516 0.012 -0.014 0.005 0.1077
C -2.477 -0.037 -4.844 0.001 0.033 0.000 -0.1595
C -2.757 -0.258 -6.188 0.001 -0.011 0.008 -0.0180
C -2.310 -1.414 -6.807 -0.006 0.004 0.001 -0.0658
C -1.610 -2.366 -6.075 0.006 -0.005 -0.001 -0.0726
C -1.353 -2.159 -4.727 0.002 0.012 -0.006 -0.0689
C -1.776 -0.990 -4.114 0.007 -0.032 -0.003 -0.0268
H 0.706 5.272 -6.341 0.007 -0.005 0.004 0.0735
H -0.620 4.211 -6.807 0.000 0.003 0.007 0.0762
H 1.049 3.696 -7.050 -0.006 -0.007 0.004 0.0748
H -0.237 4.189 -4.300 -0.010 -0.006 -0.005 0.1156
H 1.400 3.624 -4.566 -0.004 0.006 0.001 0.1130
H 0.494 1.562 -5.682 -0.010 0.009 -0.011 0.1331
H -1.131 2.144 -5.411 0.013 0.024 0.006 0.1083
H 0.845 1.372 -3.323 0.011 -0.038 0.011 0.1002
H -2.915 2.285 -2.504 0.007 0.007 0.008 0.1319
H -3.331 0.481 -6.733 0.000 -0.002 -0.003 0.1234
H -2.517 -1.580 -7.855 0.001 -0.002 0.001 0.1068
H -1.272 -3.275 -6.556 -0.004 0.001 0.000 0.1060
H -0.826 -2.908 -4.150 -0.001 0.002 -0.006 0.1034
H -1.568 -0.830 -3.064 -0.001 0.005 0.041 0.0879
```
Positions in Å, forces in eV/Å.

Energy above the lowest of the compared OMol25 structures with the same formula, charge and spin in kJ/mol: 55.6
HOMO in Eh: -0.254
Gap between HOMO and LUMO in eV: 6.6
Multiplicity: 1



> Among the records above, which one has the highest energy above the lowest of the compared OMol25 structures with the same formula, charge and spin?

C24H30BiNO6



> What is the formula in the second record?

C48H40CdCl2N7O4PS



> multiplicity of number 1 (C24H30BiNO6)?

1